(a)
This record from OMol25 describes one molecule with the formula C6H15NS. The level of theory is ωB97M-V/def2-TZVPD.

## Properties
2S+1 ... 1
SMILES string ... CCN(C)CCCS
LUMO ... 0.9 eV
Gap between HOMO and LUMO ... 9.5 eV

Each line ends with the Mulliken charge.
Positions of all 23 atoms, in Å:
C -0.2904 -1.7798 -0.2141  -0.678
C -1.7272 -2.2547 -0.4270  -0.755
S -1.9096 -2.9735 -2.1004  -0.247
C -0.0731 -0.3265 -0.6764  -0.745
N 0.2943 0.6161 0.3642  0.029
C 0.5103 1.9203 -0.2390  -0.415
C 0.8271 3.0550 0.7158  -1.322
C 1.3517 0.2190 1.2746  -1.074
H 0.3791 -2.4555 -0.7375  0.438
H -0.0833 -1.9039 0.8503  0.221
H -2.0656 -2.9716 0.3142  0.426
H -2.3869 -1.3939 -0.3668  0.385
H -2.9762 -3.7179 -1.8258  0.115
H 0.6223 -0.3710 -1.5330  0.301
H -1.0282 0.0400 -1.0525  0.446
H 1.2388 1.9369 -1.0801  0.350
H -0.3678 2.1283 -0.8344  0.415
H 0.1215 3.1599 1.5328  0.328
H 1.8122 2.8490 1.1336  0.339
H 0.9332 3.9967 0.1777  0.395
H 1.4523 0.9451 2.0683  0.394
H 1.0306 -0.6782 1.7938  0.336
H 2.3346 -0.0397 0.8615  0.317

(b)
This record from OMol25 describes a 2-piece molecular cluster, C6H15NS overall. The level of theory is ωB97M-V/def2-TZVPD.

## Properties
2S+1 ... 1
LUMO ... -2.7 eV
Gap between HOMO and LUMO ... 5.4 eV

Each line ends with the Mulliken charge.
Positions of all 23 atoms, in Å:
C -1.4529 0.2462 0.8009  -0.591
N -1.3133 -0.9211 -0.0086  -0.407
C -0.1072 -1.1768 -0.5362  0.596
C 0.5118 -0.0730 -1.5597  -0.481
S 1.6570 0.9850 -0.7558  -0.274
C -0.0159 -2.5816 -1.1296  -1.568
C -0.4077 0.4315 1.9395  -0.017
C -0.0666 1.9142 2.1556  -1.195
H -1.4809 1.1892 0.2124  0.300
H -2.4486 0.2165 1.2466  0.400
H 0.6430 -1.1132 0.2586  0.244
H -2.5384 0.9047 -2.4960  -0.149
H 1.0045 -0.6521 -2.3282  0.413
H -0.2030 0.5990 -2.0176  0.150
H -3.1103 0.4276 -2.4771  0.144
H 1.0476 -2.7774 -1.2677  0.423
H -0.3544 -3.2949 -0.3827  0.402
H -0.6090 -2.6443 -2.0393  0.334
H 0.5533 0.0739 1.5684  -0.048
H -0.7645 0.1200 2.9289  0.394
H 0.3212 1.9955 3.1716  0.375
H 0.7055 2.2007 1.4585  0.205
H -0.9395 2.5443 2.0401  0.351

Stability summary - winner: (a); margin: 4.750 eV.

(a)
This record from OMol25 describes one molecule with the formula C6H8O2. The level of theory is ωB97M-V/def2-TZVPD.

## Properties
2S+1 ... 1
SMILES string ... CC(=O)[C@]1(C)CC1=O
LUMO ... 0.5 eV
Gap between HOMO and LUMO ... 9.7 eV

Each line ends with the Mulliken charge.
Positions of all 16 atoms, in Å:
C -1.6562 0.2207 0.0434  0.483
C 0.9227 0.3313 0.6011  0.449
C -0.9231 0.0301 -1.2084  -0.715
C -0.2259 -0.4006 0.0812  1.051
C 1.2085 1.6928 0.1119  -1.253
C -0.1717 -1.9037 0.3320  -1.512
O -2.5590 0.4840 0.7386  -0.463
O 1.5303 -0.0239 1.5978  -0.586
H -1.2036 -0.7534 -1.9842  0.288
H -0.4816 1.0328 -1.6297  0.137
H 2.3354 1.8572 0.0772  0.335
H 0.8917 2.4339 0.8023  0.295
H 0.7906 1.8592 -0.8110  0.403
H 0.6682 -2.2897 -0.1430  0.405
H -1.0743 -2.4906 -0.0246  0.344
H -0.0518 -2.0800 1.4156  0.339

(b)
This record from OMol25 describes C6H8O2 as an isolated structure. The level of theory is ωB97M-V/def2-TZVPD.

## Properties
2S+1 ... 1
LUMO ... 1.0 eV
Gap between HOMO and LUMO ... 10.3 eV

Each line ends with the Mulliken charge.
Positions of all 16 atoms, in Å:
C 1.3467 0.8988 -0.4105  -0.874
C 0.8870 -0.5496 -0.7604  0.002
C 0.6923 0.4862 0.9239  -0.041
C -0.8564 0.4358 0.8449  -0.105
C -1.2396 0.8865 -0.5092  -0.921
C -0.7103 -0.4905 -0.9482  -0.061
H 2.4686 0.9444 -0.3180  0.251
H 1.1211 1.7530 -1.0360  0.279
H 1.3974 -1.0992 -1.5723  0.465
H 1.0688 0.6290 1.9226  0.455
H -1.4417 0.7470 1.6689  0.586
H -0.8918 1.7636 -1.0778  0.242
H -2.2801 0.9387 -0.4466  0.322
H -1.1496 -1.1676 -1.7375  0.383
O 1.1460 -0.9338 0.5387  -0.496
O -1.2724 -0.8803 0.4305  -0.486

Stability summary - winner: (a); margin: 1.750 eV.

(a)
This record from OMol25 describes one molecule with the formula C6H8O2. The level of theory is ωB97M-V/def2-TZVPD.

## Properties
2S+1 ... 1
SMILES string ... C=C1OCC[C@H]2O[C@H]12
LUMO ... 1.0 eV
Gap between HOMO and LUMO ... 10.3 eV

Each line ends with the Mulliken charge.
Positions of all 16 atoms, in Å:
C 2.1925 1.1362 0.9762  -1.036
C 1.1446 0.4630 0.4656  0.336
C -0.2283 -0.1536 -1.4882  -0.459
C -1.4293 -0.7370 -0.6312  -0.848
C -1.3070 -0.0947 0.7772  0.214
C 0.0940 -0.4012 0.9163  0.248
H 2.9338 1.6273 0.3646  0.313
H 2.3916 0.8585 2.0120  0.283
H 0.5620 -0.9224 -1.8516  0.332
H -0.6452 0.5950 -2.2405  0.296
H -1.5383 -1.6975 -0.5491  0.430
H -2.4748 -0.3937 -1.0151  0.296
H -1.5109 0.9920 1.1403  0.260
H 0.2115 -1.2280 -0.0601  0.184
O 0.4771 0.8650 -0.7379  -0.381
O -0.8732 -0.9091 1.9214  -0.470

(b)
This record from OMol25 describes a 2-piece molecular cluster, C6H8O2 overall. The level of theory is ωB97M-V/def2-TZVPD.

## Properties
2S+1 ... 1
SMILES string ... O=C1CC1=O.C=CC
LUMO ... -1.2 eV
Gap between HOMO and LUMO ... 8.4 eV

Each line ends with the Mulliken charge.
Positions of all 16 atoms, in Å:
C -0.1037 1.5271 -1.4099  0.157
C -0.2455 -2.5139 1.8559  -0.534
C -0.1068 0.2220 -1.6543  -0.809
C 0.7962 2.5043 -2.0897  -1.000
C 0.1502 -1.7896 3.0996  0.449
C -0.9099 -1.2238 2.2644  0.484
O 0.8089 -1.8451 4.0945  -0.437
O -1.8882 -0.5345 2.2106  -0.450
H -0.9290 1.9702 -0.8662  0.307
H -0.7923 -3.4474 1.9248  0.242
H 0.4366 -2.5099 1.0135  0.243
H -0.9022 -0.4308 -1.3366  0.294
H 0.6322 -0.2264 -2.2999  0.218
H 1.2842 3.1462 -1.3567  0.271
H 0.2221 3.1503 -2.7552  0.266
H 1.5471 2.0013 -2.6948  0.299

(c)
This record from OMol25 describes one molecule with the formula C6H8O2. The level of theory is ωB97M-V/def2-TZVPD.

## Properties
2S+1 ... 1
SMILES string ... O[C@]12C=CO[C@H](C1)C2
LUMO ... 0.7 eV
Gap between HOMO and LUMO ... 9.2 eV

Each line ends with the Mulliken charge.
Positions of all 16 atoms, in Å:
C 0.4942 0.0755 0.5891  0.855
C -1.0537 0.3054 0.9307  -0.986
C -1.1040 0.7178 -0.5345  0.181
C 0.4256 1.0357 -0.5776  -0.977
C -0.3342 -1.4810 -0.9677  -0.325
C 0.6608 -1.3906 0.0424  -0.240
H 2.2254 -0.1552 1.2607  0.371
H -1.7792 -0.4460 1.2690  0.268
H -1.2199 1.2572 1.4936  0.334
H -1.8812 1.5460 -1.0266  0.299
H 1.1853 0.7087 -1.2317  0.392
H 0.9970 2.0254 -0.3108  0.294
H -0.5572 -2.3934 -1.5839  0.367
H 1.7403 -1.8652 0.4962  0.116
O 1.3875 0.5476 1.5217  -0.567
O -1.1867 -0.4880 -1.3706  -0.381

Stability summary - winner: (b); margin: 1.116 eV.

(a)
This record from OMol25 describes one molecule with the formula C6H8O2. The level of theory is ωB97M-V/def2-TZVPD.

## Properties
2S+1 ... 1
SMILES string ... O[C@@]12C=CO[C@H]1CC2
LUMO ... 0.9 eV
Gap between HOMO and LUMO ... 9.8 eV

Each line ends with the Mulliken charge.
Positions of all 16 atoms, in Å:
C -0.3058 -0.5311 -0.1287  0.649
C 0.3966 -0.9995 1.1709  -0.492
C 0.6201 0.5304 1.5168  -0.687
C 0.5919 0.7228 -0.0265  -0.073
C -0.2825 0.7495 -1.9498  -0.229
C -0.4345 -0.5660 -1.6572  -0.948
H -2.0987 -0.8128 0.4883  0.322
H 1.3044 -1.4165 0.8156  0.263
H -0.2055 -1.5889 1.8435  0.356
H -0.1042 1.0462 2.1031  0.280
H 1.5935 0.7567 1.8594  0.360
H 1.5632 0.4006 -0.2894  0.340
H -0.2959 1.3361 -2.8071  0.513
H -0.9297 -1.2702 -2.2961  0.331
O -1.6040 -0.0016 0.3237  -0.530
O 0.1911 1.6443 -0.9664  -0.455

(b)
This record from OMol25 describes C6H8O2 as an isolated structure. The level of theory is ωB97M-V/def2-TZVPD.

## Properties
2S+1 ... 1
LUMO ... 0.6 eV
Gap between HOMO and LUMO ... 7.8 eV

Each line ends with the Mulliken charge.
Positions of all 16 atoms, in Å:
C -0.7078 -1.1577 1.1669  -0.877
C 0.6383 -0.9462 0.5405  0.693
C 0.5390 1.0706 0.1410  -0.102
C 0.0627 -0.5998 -1.6218  -0.361
C 0.8725 0.3369 -0.9893  -0.101
C 0.2255 2.2191 0.6897  -0.657
O -1.2978 -0.4775 -1.7269  -0.541
O 1.6722 -1.4906 0.7893  -0.558
H -1.5666 0.3922 -1.4007  0.381
H 0.4795 -1.3476 -2.2795  0.415
H 1.9358 0.2419 -1.1900  0.322
H -1.5009 -0.6032 0.6810  0.258
H -0.9287 -2.2265 1.1116  0.333
H -0.6444 -0.8646 2.2157  0.309
H 0.0346 2.3066 1.7566  0.232
H 0.1862 3.1464 0.1159  0.255

(c)
This record from OMol25 describes one molecule with the formula C6H8O2. The level of theory is ωB97M-V/def2-TZVPD.

## Properties
2S+1 ... 1
SMILES string ... C[C@@H]1O[C@H]2C[C@H]2C1=O
LUMO ... -0.2 eV
Gap between HOMO and LUMO ... 9.7 eV

Each line ends with the Mulliken charge.
Positions of all 16 atoms, in Å:
C -2.3071 -0.5188 0.1705  -1.112
C -0.8616 -0.0788 -0.3849  0.438
C 1.2548 -0.8803 0.1518  -0.090
C 2.0861 0.1215 -0.5295  -0.426
C 1.1738 0.6668 0.6447  -0.454
C -0.1879 1.0499 0.1615  0.367
H -3.0065 -1.3702 -0.1637  0.317
H -2.8814 0.5360 0.2699  0.271
H -1.9967 -0.9758 1.2005  0.278
H -1.1167 0.3019 -1.5651  0.140
H 1.7039 -1.5698 0.9043  0.318
H 1.9135 0.7491 -1.5161  0.262
H 3.2563 -0.0534 -0.1147  0.235
H 1.7444 1.1043 1.4141  0.458
O -0.1155 -1.3336 -0.3947  -0.411
O -0.6593 2.2512 -0.2487  -0.591

Stability summary - winner: (a); margin: 1.004 eV.

(a)
This record from OMol25 describes one molecule with the formula C6H14N2. The level of theory is ωB97M-V/def2-TZVPD.

## Properties
2S+1 ... 1
SMILES string ... C=C[C@@H](C)[C@H](N)NC
LUMO ... 1.1 eV
Gap between HOMO and LUMO ... 9.0 eV

Each line ends with the Mulliken charge.
Positions of all 22 atoms, in Å:
C 1.0289 1.7405 -1.7625  -0.962
N 0.1161 0.8800 -1.0321  -0.226
C -0.4477 -1.3156 -0.6391  -0.142
C -1.5528 -1.7823 -1.2390  -0.885
H -0.8304 1.2414 -1.1125  0.279
H 0.5174 -1.7183 -0.9244  0.263
H 1.0072 2.7835 -1.4199  0.274
H 2.0442 1.3565 -1.6484  0.307
H 0.7592 1.7204 -2.8190  0.321
H -1.5083 -2.5558 -1.9879  0.287
H -2.5383 -1.5171 -0.8863  0.261
C 0.0695 -1.4929 1.8253  -1.480
N 0.1074 1.7301 1.3203  -0.600
C 0.4403 0.6267 0.4647  -0.092
C -0.4460 -0.5961 0.7049  0.160
H -0.1294 1.4485 2.2630  0.197
H 0.7271 2.5200 1.1864  0.209
H 1.5082 0.3557 0.4852  0.374
H -1.4603 -0.2541 0.9311  0.327
H 1.0919 -1.8121 1.6244  0.358
H -0.5552 -2.3835 1.8822  0.407
H 0.0510 -0.9754 2.7834  0.361

(b)
This record from OMol25 describes a 2-piece molecular cluster, C6H14N2 overall. The level of theory is ωB97M-V/def2-TZVPD.

## Properties
2S+1 ... 1
SMILES string ... [H]/N=C(\C)C(=C)N.CC
LUMO ... 0.9 eV
Gap between HOMO and LUMO ... 9.1 eV

Each line ends with the Mulliken charge.
Positions of all 22 atoms, in Å:
C -1.1196 1.8161 0.6497  -1.600
C -0.8745 0.3337 0.6825  1.111
C -1.3748 -0.4886 -0.4976  0.241
N -1.0649 -1.8224 -0.3796  -0.351
C -2.0269 0.0388 -1.5424  -1.148
N -0.6017 -0.3304 1.7323  -0.757
H -0.8108 -2.0866 0.5628  0.270
H -1.6231 -2.4752 -0.9039  0.208
H -0.4024 0.2358 2.5532  0.257
H -0.6881 2.2878 1.5320  0.456
H -0.6725 2.2479 -0.2429  0.334
H -2.1878 2.0263 0.6353  0.377
H -2.2515 1.0848 -1.6206  0.281
H -2.3845 -0.5879 -2.3424  0.271
C 2.4767 -0.8602 0.3459  -0.872
C 2.0603 0.2932 -0.5516  -0.537
H 1.7531 -0.9863 1.1483  0.246
H 3.4563 -0.6747 0.7833  0.348
H 2.5186 -1.7887 -0.2191  0.237
H 2.7227 0.3794 -1.4111  0.385
H 2.0854 1.2362 -0.0100  0.206
H 1.0100 0.1212 -0.9041  0.036

Stability summary - winner: (b); margin: 0.798 eV.